Entry 1:
Computed, not measured: the molecule C4H4OS, with ωB97M-V with the def2-TZVPD basis set.

XYZ file:
```
10
Properties=species:S:1:pos:R:3:mulliken_charge:R:1
C 1.01 -0.40 -0.12 -0.270
C -0.07 0.32 -0.15 0.067
C 1.40 -0.72 1.26 0.514
C -1.32 0.76 -0.83 -0.743
O 2.17 -1.61 1.55 -0.523
S 0.27 0.05 2.33 -0.251
H 1.51 -0.79 -0.95 0.401
H -2.08 0.08 -0.35 0.225
H -1.09 0.57 -1.95 0.273
H -1.80 1.75 -0.78 0.307
```

Its spin multiplicity is 1. The value obtained for the energy above the lowest of the compared OMol25 structures with the same formula, charge and spin is 301.07 kJ/mol. For the energy, the calculation gives -628.1203 Eh.

=====

Entry 2:
Computed, not measured: a structure of composition C4H4OS2, with ωB97M-V with the def2-TZVPD basis set.

XYZ file:
```
11
Properties=species:S:1:pos:R:3:mulliken_charge:R:1
C -0.91 -1.11 -0.25 -0.111
C 0.04 -0.18 0.44 0.125
C -0.31 1.31 0.14 -0.658
C 1.41 -0.14 -0.19 0.050
H -0.88 -2.19 0.05 0.363
H -0.02 -0.51 1.44 0.413
H -0.44 1.88 1.09 0.305
H -1.17 1.28 -0.56 0.355
O -1.73 -0.82 -1.08 -0.465
S 1.34 1.55 -0.68 -0.096
S 2.68 -1.07 -0.39 -0.282
```

Its spin multiplicity is 1. The value obtained for the energy above the lowest of the compared OMol25 structures with the same formula, charge and spin is 86.15 kJ/mol. For the energy, the calculation gives -1026.3818 Eh.